No. 1
The following is a DFT calculation (wB97M-V/def2-TZVPD) of a cluster of 4 separate species, C26H52B2N2O9 in total in a non-equilibrium geometry.

Geometry as XYZ:
```
91
C26H52B2N2O9 | the OMol25 dataset | wB97M-V/def2-TZVPD
C 0.414 -2.568 3.770
C 0.344 -3.021 2.315
C 1.403 -2.358 1.456
C 1.138 -0.848 1.217
C 2.277 -0.025 1.824
N 0.932 -0.473 -0.186
C -0.037 -1.302 -0.888
C -1.443 -1.203 -0.321
N -2.270 -2.286 -0.813
C -3.086 -2.999 0.177
C -2.868 -4.509 0.129
O -1.929 0.060 -0.782
C -3.154 0.424 -0.186
B -3.468 1.977 -0.263
O -2.609 2.784 -0.972
C -4.766 2.533 0.435
C -5.030 1.948 1.829
B 2.196 -0.327 -0.922
O 2.874 -1.446 -1.397
C 2.793 1.102 -1.230
C 4.256 1.299 -0.742
H 0.446 -1.489 3.861
H 1.301 -3.002 4.223
H -0.432 -2.940 4.338
H 0.461 -4.098 2.329
H -0.666 -2.830 1.952
H 2.327 -2.438 2.028
H 1.570 -2.902 0.533
H 0.257 -0.564 1.787
H 2.212 1.020 1.542
H 2.144 -0.063 2.901
H 3.254 -0.458 1.626
H 0.255 -2.354 -0.990
H -0.126 -0.909 -1.899
H -1.454 -1.146 0.767
H -1.708 -2.960 -1.315
H -2.891 -2.667 1.196
H -4.137 -2.782 -0.014
H -2.018 -4.759 0.756
H -3.745 -5.039 0.473
H -2.636 -4.823 -0.885
H -3.196 0.135 0.871
H -3.998 -0.089 -0.666
H -3.077 3.346 -1.611
H -5.596 2.244 -0.206
H -4.747 3.617 0.480
H -5.871 2.448 2.290
H -4.158 1.974 2.475
H -5.299 0.900 1.729
H 3.783 -1.477 -1.063
H 2.177 1.877 -0.788
H 2.770 1.276 -2.304
H 4.827 1.941 -1.397
H 4.766 0.341 -0.682
H 4.253 1.755 0.237
O -7.100 4.434 -0.638
C -6.651 4.782 -1.688
C -6.910 6.087 -2.416
C -6.411 5.788 -3.829
C -5.329 4.751 -3.566
O -5.770 4.029 -2.402
H -6.329 6.874 -1.932
H -7.966 6.337 -2.385
H -6.045 6.660 -4.368
H -7.215 5.343 -4.416
H -4.362 5.209 -3.341
H -5.203 4.050 -4.387
O 8.442 2.654 -0.545
C 7.788 3.525 -0.054
C 8.211 4.956 0.219
C 7.136 5.442 1.189
C 5.939 4.594 0.778
O 6.496 3.350 0.320
H 8.195 5.506 -0.723
H 9.210 4.984 0.645
H 6.939 6.511 1.140
H 7.427 5.199 2.212
H 5.374 5.041 -0.042
H 5.260 4.392 1.604
O -0.229 -6.272 1.689
C 0.556 -6.554 0.832
C 2.003 -6.969 1.007
C 2.570 -6.793 -0.401
C 1.341 -7.036 -1.266
O 0.230 -6.565 -0.482
H 2.027 -8.009 1.335
H 2.494 -6.339 1.743
H 3.398 -7.460 -0.636
H 2.917 -5.767 -0.532
H 1.186 -8.095 -1.481
H 1.367 -6.487 -2.204
```

## Properties
- Orbital gap: 8.56 eV
- Structure (SMILES): CCC[C@@H](C)N(C[C@H](NCC)OCB(O)CC)B(O)CC.O=C1CCCO1.O=C1CCCO1.O=C1CCCO1
- Multiplicity: 1
- Charge: 0
- E_tot: -50568.6131 eV



No. 2
The following is a DFT calculation (wB97M-V/def2-TZVPD) of a structure of composition C31H47O3SeTl in a non-equilibrium geometry.

Geometry as XYZ:
```
83
C31H47O3SeTl | the OMol25 dataset | wB97M-V/def2-TZVPD
Tl 0.144 -11.425 16.386
C -5.627 -14.876 12.396
C -6.097 -13.421 12.675
C -6.520 -12.899 11.280
C -7.272 -13.445 13.688
C -4.927 -12.605 13.299
C -4.517 -12.848 14.619
C -3.427 -12.142 15.138
Se -3.029 -12.643 16.937
C -3.888 -11.169 17.588
C -5.234 -11.127 17.913
C -5.779 -10.042 18.643
C -5.012 -8.864 18.828
C -3.715 -8.847 18.368
C -3.013 -10.108 18.038
O -1.734 -10.150 18.166
C -2.858 -7.581 18.419
C -2.149 -7.279 17.105
C -3.816 -6.364 18.721
C -1.754 -7.607 19.603
C -7.049 -10.240 19.443
C -6.837 -11.431 20.413
C -8.199 -10.468 18.429
C -7.497 -9.074 20.289
C -2.738 -11.174 14.392
O -1.815 -10.474 14.935
C -3.132 -11.046 13.019
C -4.263 -11.625 12.564
C -2.267 -10.136 12.101
C -2.722 -10.128 10.563
C -0.829 -10.682 12.056
C -2.289 -8.648 12.574
H -6.478 -15.447 11.975
H -5.237 -15.375 13.308
H -4.889 -14.843 11.573
H -7.446 -13.475 11.034
H -5.820 -13.167 10.490
H -6.902 -11.869 11.305
H -8.168 -13.909 13.201
H -7.570 -12.442 14.024
H -6.990 -14.053 14.587
H -5.043 -13.593 15.189
H -5.869 -12.002 17.735
H -5.438 -7.947 19.261
H -2.875 -7.283 16.249
H -1.316 -7.938 16.868
H -1.709 -6.301 17.253
H -4.559 -6.321 17.909
H -3.251 -5.427 18.742
H -4.338 -6.518 19.679
H -1.044 -8.346 19.294
H -2.347 -7.996 20.484
H -1.267 -6.661 19.867
H -6.695 -12.385 19.973
H -7.686 -11.473 21.071
H -5.975 -11.201 21.080
H -7.844 -11.267 17.726
H -8.297 -9.586 17.781
H -9.240 -10.798 18.838
H -6.707 -8.788 20.983
H -8.359 -9.472 20.831
H -7.671 -8.139 19.733
H -4.660 -11.427 11.561
H -2.564 -11.118 10.164
H -2.159 -9.296 10.042
H -3.791 -9.818 10.336
H -0.849 -11.779 11.833
H -0.308 -10.593 12.979
H -0.281 -10.279 11.173
H -3.325 -8.327 12.836
H -2.089 -8.018 11.708
H -1.625 -8.513 13.434
C 2.592 -8.789 16.882
C 2.544 -9.357 15.417
C 2.909 -8.389 14.183
O 1.319 -10.077 15.168
H 1.744 -9.076 17.512
H 2.651 -7.696 16.968
H 3.535 -9.229 17.335
H 3.255 -10.200 15.290
H 2.476 -7.389 14.413
H 2.514 -8.795 13.261
H 3.963 -8.296 14.222
```

## Properties
- Orbital gap: 5.23 eV
- Multiplicity: 1
- Charge: -2
- E_tot: -109090.7471 eV



No. 3
The following is a DFT calculation (wB97M-V/def2-TZVPD) of a cluster of 2 separate species, C2H2N2O2S2 in total in a non-equilibrium geometry.

Geometry as XYZ:
```
10
C2H2N2O2S2 | the OMol25 dataset | wB97M-V/def2-TZVPD
C -0.214 -1.506 0.802
C 0.249 -2.272 -0.319
N 0.409 -0.337 0.950
N 1.143 0.009 -0.051
O -1.496 1.076 -1.195
O -0.786 2.832 0.346
S 1.171 -1.359 -1.275
S -1.323 2.477 -0.959
H -0.930 -1.692 1.590
H 1.778 0.773 0.109
```

## Properties
- Orbital gap: 7.60 eV
- Multiplicity: 1
- Energy above the lowest of the compared OMol25 structures with the same formula, charge and spin: 328.8 kJ/mol
- Charge: 0
- E_tot: -30848.4790 eV



No. 4
The following is a DFT calculation (wB97M-V/def2-TZVPD) of a cluster of 3 separate species, C3H10O3 in total in a non-equilibrium geometry.

Geometry as XYZ:
```
16
C3H10O3 | the OMol25 dataset | wB97M-V/def2-TZVPD
C -1.875 -0.929 0.773
C -1.266 -0.184 -0.139
C -0.923 1.271 -0.065
O -0.897 -0.806 -1.310
H -2.554 -0.459 1.467
H -1.733 -2.000 0.712
H -1.733 1.821 0.410
H -0.670 1.688 -1.035
H -0.089 1.394 0.628
H -0.338 -0.231 -1.845
O 2.031 -0.470 -1.354
H 1.171 -0.836 -1.533
H 2.421 0.230 -0.842
O 1.993 0.159 1.477
H 2.534 -0.391 2.048
H 1.926 -0.258 0.608
```

## Properties
- Orbital gap: 9.38 eV
- Structure (SMILES): C=C(C)O.O.O
- Multiplicity: 1
- Energy above the lowest of the compared OMol25 structures with the same formula, charge and spin: 154.0 kJ/mol
- Charge: 0
- E_tot: -9413.9373 eV



No. 5
The following is a DFT calculation (wB97M-V/def2-TZVPD) of a cluster of 2 separate species, C10H16O in total in a non-equilibrium geometry.

Geometry as XYZ:
```
27
C10H16O | the OMol25 dataset | wB97M-V/def2-TZVPD
C 2.011 -2.613 0.988
C 1.224 -2.079 -0.231
C -0.007 -1.260 -0.023
C -0.879 -0.943 -1.071
C -2.018 -0.191 -0.883
C -2.333 0.215 0.434
O -3.367 1.078 0.693
C -1.551 -0.148 1.495
C -0.414 -0.941 1.265
H 2.205 -1.853 1.743
H 2.994 -2.819 0.546
H 1.742 -3.515 1.537
H 1.958 -1.455 -0.759
H 1.077 -2.970 -0.846
H -0.728 -1.400 -2.044
H -2.821 -0.185 -1.610
H -3.722 1.457 -0.128
H -1.783 0.150 2.506
H 0.165 -1.294 2.102
C 1.151 2.157 -0.201
C 0.443 2.995 -1.285
H 1.443 1.162 -0.515
H 2.008 2.713 0.169
H 0.451 2.078 0.636
H -0.599 2.719 -1.390
H 0.918 2.938 -2.262
H 0.435 4.007 -0.867
```

## Properties
- Orbital gap: 9.23 eV
- Structure (SMILES): CCc1ccc(O)cc1.CC
- Multiplicity: 1
- Energy above the lowest of the compared OMol25 structures with the same formula, charge and spin: 115.4 kJ/mol
- Charge: 0
- E_tot: -12676.5293 eV



No. 6
The following is a DFT calculation (wB97M-V/def2-TZVPD) of a cluster of 9 separate species, C46H112BrN10O5 in total in a non-equilibrium geometry.

Geometry as XYZ:
```
174
C46H112BrN10O5 | the OMol25 dataset | wB97M-V/def2-TZVPD
C 2.528 -11.632 -26.051
C 3.909 -11.079 -25.873
N 4.057 -9.813 -26.545
C 3.846 -9.677 -27.879
C 4.166 -8.352 -28.273
N 4.463 -7.685 -27.079
C 4.291 -8.536 -26.014
C 4.842 -6.321 -26.902
H 2.264 -11.951 -27.060
H 1.781 -10.862 -25.861
H 2.234 -12.423 -25.360
H 4.635 -11.842 -26.155
H 3.977 -10.879 -24.804
H 3.611 -10.443 -28.603
H 4.244 -7.904 -29.252
H 4.535 -8.227 -25.008
H 5.895 -6.369 -26.625
H 4.251 -5.781 -26.162
H 4.890 -5.673 -27.777
C 5.684 -15.863 -22.969
C 6.082 -15.100 -21.744
N 5.219 -13.971 -21.517
C 3.856 -13.969 -21.262
C 3.460 -12.633 -21.356
N 4.506 -11.854 -21.811
C 5.610 -12.714 -21.781
C 4.399 -10.441 -22.104
H 4.685 -16.279 -22.836
H 6.346 -16.629 -23.373
H 5.478 -15.234 -23.835
H 7.082 -14.695 -21.901
H 6.194 -15.673 -20.824
H 3.364 -14.880 -20.954
H 2.498 -12.161 -21.223
H 6.552 -12.273 -22.075
H 5.283 -10.160 -22.675
H 4.268 -9.980 -21.125
H 3.484 -10.453 -22.696
C 4.821 -15.318 -17.431
C 4.175 -14.279 -16.522
C 4.859 -14.230 -15.094
C 3.991 -13.963 -13.844
N 4.648 -13.420 -12.544
C 3.597 -13.303 -11.415
C 3.225 -11.814 -11.252
C 4.031 -10.963 -12.207
C 5.174 -11.958 -12.695
C 5.810 -14.341 -12.233
H 5.858 -15.045 -17.627
H 4.421 -15.331 -18.445
H 4.721 -16.342 -17.071
H 3.177 -14.628 -16.255
H 4.138 -13.251 -16.885
H 5.634 -13.476 -15.233
H 5.224 -15.219 -14.816
H 3.364 -14.806 -13.554
H 3.154 -13.276 -13.974
H 4.182 -13.554 -10.531
H 2.809 -14.056 -11.391
H 3.495 -11.449 -10.261
H 2.187 -11.539 -11.439
H 4.384 -10.011 -11.808
H 3.542 -10.502 -13.065
H 5.913 -11.879 -11.898
H 5.627 -11.702 -13.653
H 5.202 -15.239 -12.125
H 6.393 -14.093 -11.346
H 6.386 -14.298 -13.157
C 8.750 -14.546 -18.685
N 10.283 -14.844 -18.662
C 11.049 -13.669 -18.178
C 10.479 -15.899 -17.511
C 10.860 -15.187 -20.053
C 10.292 -16.522 -20.587
O 10.829 -17.707 -19.978
H 8.191 -15.461 -18.881
H 8.664 -13.606 -19.231
H 8.458 -14.293 -17.665
H 10.587 -13.352 -17.243
H 11.102 -12.891 -18.939
H 12.080 -13.953 -17.971
H 9.905 -16.795 -17.748
H 10.107 -15.410 -16.610
H 11.558 -16.045 -17.556
H 11.945 -15.181 -19.955
H 10.470 -14.326 -20.597
H 10.612 -16.634 -21.623
H 9.223 -16.695 -20.712
H 10.957 -18.327 -20.699
C -0.165 -14.614 -20.794
N -0.280 -13.988 -19.349
C -1.420 -14.764 -18.614
C 1.122 -14.217 -18.624
C -0.544 -12.499 -19.469
C -0.722 -11.634 -18.160
O -2.103 -11.840 -17.869
H -1.050 -14.318 -21.357
H -0.121 -15.699 -20.700
H 0.619 -14.057 -21.307
H -1.013 -15.775 -18.593
H -2.366 -14.856 -19.147
H -1.470 -14.176 -17.697
H 1.239 -15.300 -18.650
H 1.111 -13.666 -17.684
H 1.921 -13.843 -19.266
H -1.399 -12.425 -20.141
H 0.381 -12.223 -19.974
H -0.693 -10.673 -18.675
H 0.032 -11.539 -17.380
H -2.515 -11.156 -17.336
C 6.869 -6.419 -23.618
N 7.497 -6.401 -22.148
C 6.431 -6.164 -21.006
C 8.234 -7.685 -21.866
C 8.491 -5.171 -22.069
C 9.574 -5.130 -23.214
O 10.656 -6.042 -22.901
H 6.061 -7.131 -23.451
H 7.604 -6.896 -24.266
H 6.566 -5.467 -24.053
H 6.813 -6.424 -20.018
H 5.543 -6.796 -21.028
H 6.161 -5.108 -21.001
H 8.940 -7.759 -22.694
H 7.458 -8.448 -21.798
H 8.661 -7.465 -20.888
H 9.009 -5.168 -21.110
H 8.001 -4.201 -21.982
H 10.045 -4.147 -23.254
H 9.159 -5.402 -24.185
H 11.026 -5.632 -22.116
C 5.532 -22.117 -20.924
N 5.380 -21.125 -22.140
C 6.108 -21.749 -23.289
C 3.890 -20.944 -22.552
C 5.956 -19.733 -21.833
C 7.462 -19.626 -21.569
O 8.137 -19.560 -22.762
H 5.079 -23.074 -21.183
H 5.008 -21.698 -20.064
H 6.523 -22.111 -20.472
H 6.044 -21.201 -24.230
H 5.538 -22.651 -23.514
H 7.128 -22.048 -23.051
H 3.952 -20.475 -23.534
H 3.142 -20.598 -21.839
H 3.591 -21.941 -22.876
H 5.352 -19.425 -20.979
H 5.692 -19.116 -22.692
H 7.690 -20.544 -21.027
H 7.793 -18.747 -21.016
H 9.037 -19.252 -22.634
C 6.840 -13.647 -26.447
N 7.408 -13.454 -27.934
C 6.443 -14.037 -28.912
C 7.392 -11.900 -28.219
C 8.782 -14.191 -28.016
C 9.752 -13.815 -29.113
O 9.296 -14.252 -30.371
H 7.291 -13.042 -25.660
H 7.074 -14.622 -26.019
H 5.753 -13.578 -26.437
H 5.448 -13.598 -28.839
H 6.451 -15.127 -28.918
H 6.813 -13.792 -29.907
H 7.853 -11.714 -29.189
H 8.105 -11.547 -27.473
H 6.488 -11.322 -28.029
H 8.660 -15.268 -27.901
H 9.314 -13.839 -27.133
H 10.700 -14.236 -28.777
H 10.025 -12.760 -29.149
H 9.175 -15.204 -30.400
Br 2.572 -17.608 -20.349
```

## Properties
- Orbital gap (alpha / beta): 7.63 / 4.92 eV
- Multiplicity: 2
- Expectation value of S²: 0.7523
- Charge: +8
- E_tot: -144596.4549 eV